(1)
Density functional theory data (ωB97M-V/def2-TZVPD) for a structure of composition C40H51CoF2N6O3S.

Output
* charge: +1
* F_max: 1.33 eV Å⁻¹
* spin multiplicity: 4
* energy above the lowest of the compared OMol25 structures with the same formula, charge and spin: 12.69 kcal per mole
* frontier orbital gap (spin up / spin down): 5.3 / 5.3 eV
* expectation value of S²: 3.76

Each line ends with the Mulliken spin population.
CARTESIAN COORDINATES (ANGSTROEM)
Co  0.371  1.920  0.324  2.79
F  -2.882  -3.601  -2.512  0.00
C  -1.865  -2.816  -2.955  0.00
C  -1.552  -1.683  -2.241  0.01
C  -0.534  -0.834  -2.690  0.00
C  -0.219  0.384  -1.967  -0.01
O  -0.523  0.494  -0.755  -0.01
C  0.445  1.380  -2.761  0.01
C  1.139  0.987  -3.857  0.00
N  1.147  -0.302  -4.314  0.00
C  2.190  -0.744  -5.193  0.00
C  3.609  -0.547  -4.744  0.00
C  3.019  -1.921  -4.759  0.00
C  0.174  -1.162  -3.863  0.00
C  -0.136  -2.340  -4.539  0.00
C  -1.167  -3.178  -4.108  0.00
N  -1.449  -4.320  -4.902  0.00
C  -0.391  -5.296  -5.074  0.00
C  -0.486  -5.819  -6.525  0.00
N  -1.831  -5.448  -7.032  0.00
C  -2.874  -5.876  -6.069  0.00
C  -2.744  -4.970  -4.824  0.00
C  0.442  2.878  -2.391  0.00
O  0.626  3.652  -3.313  0.01
O  0.233  3.172  -1.176  0.03
H  -2.085  -1.429  -1.337  0.00
H  1.741  1.697  -4.405  0.00
H  1.971  -0.633  -6.251  0.00
H  3.753  -0.082  -3.783  0.00
H  4.359  -0.290  -5.474  0.00
H  2.780  -2.377  -3.810  0.00
H  3.352  -2.616  -5.515  0.00
H  0.427  -2.607  -5.418  0.00
H  -0.500  -6.125  -4.362  0.00
H  0.575  -4.826  -4.895  0.00
H  -0.368  -6.901  -6.568  0.00
H  0.266  -5.363  -7.167  0.00
H  -1.993  -5.813  -7.974  0.00
H  -1.861  -4.415  -7.027  0.00
H  -2.710  -6.926  -5.824  0.00
H  -3.862  -5.786  -6.518  0.00
H  -2.874  -5.577  -3.918  0.00
H  -3.518  -4.200  -4.829  0.00
C  -1.590  -1.361  2.335  0.00
C  -0.070  -1.209  2.426  0.00
C  0.588  -2.540  2.799  0.00
C  0.286  -0.134  3.427  0.00
C  -0.047  -0.312  4.762  0.00
C  0.296  0.633  5.709  0.01
C  0.912  1.806  5.308  0.00
C  1.235  2.047  3.978  -0.05
C  1.840  3.390  3.622  0.00
C  3.234  3.312  2.993  0.00
C  0.895  4.208  2.736  0.03
C  0.962  1.039  3.034  0.03
N  1.404  1.153  1.704  -0.05
C  2.588  0.547  1.417  0.05
C  3.367  -0.188  2.336  0.02
C  4.573  -0.746  1.968  -0.01
C  5.087  -0.581  0.692  0.02
C  4.364  0.153  -0.236  -0.01
C  3.147  0.669  0.133  0.03
F  2.414  1.386  -0.787  0.03
H  -1.844  -2.165  1.647  0.00
H  -2.033  -0.442  1.962  0.00
H  -2.020  -1.592  3.306  0.00
H  0.292  -0.909  1.438  0.01
H  0.201  -2.917  3.743  0.00
H  1.665  -2.419  2.897  0.00
H  0.391  -3.284  2.031  0.00
H  -0.543  -1.221  5.072  0.00
H  0.076  0.460  6.751  0.00
H  1.173  2.541  6.057  0.00
H  1.947  3.935  4.568  0.00
H  3.190  3.017  1.949  0.00
H  3.861  2.602  3.529  0.00
H  3.702  4.292  3.044  0.00
H  0.708  3.695  1.776  0.00
H  1.336  5.180  2.522  0.00
H  -0.060  4.361  3.236  0.00
H  3.015  -0.307  3.349  0.00
H  5.133  -1.320  2.694  0.00
H  6.043  -1.000  0.423  0.00
H  4.744  0.334  -1.228  0.00
C  -3.306  2.041  5.627  0.00
C  -2.236  2.894  4.947  0.00
N  -2.018  2.478  3.577  0.00
C  -2.488  2.946  2.423  0.00
S  -2.034  2.147  0.987  0.05
N  -3.340  3.959  2.250  0.01
C  -4.050  4.839  3.155  0.00
C  -3.265  6.119  3.429  0.00
H  -3.440  2.363  6.656  0.00
H  -3.006  0.996  5.622  0.00
H  -4.258  2.129  5.108  0.00
H  -1.287  2.767  5.476  0.00
H  -2.496  3.951  4.980  0.00
H  -1.457  1.638  3.471  0.00
H  -3.475  4.153  1.267  0.00
H  -4.291  4.316  4.080  0.00
H  -4.992  5.098  2.666  0.00
H  -2.299  5.900  3.876  0.00
H  -3.821  6.763  4.102  0.00
H  -3.095  6.649  2.496  0.00



(2)
Density functional theory data (ωB97M-V/def2-TZVPD) for a structure of composition C40H51IN7O7S3Ti.

Output
* charge: -1
* F_max: 0.81 eV Å⁻¹
* spin multiplicity: 3
* energy above the lowest of the compared OMol25 structures with the same formula, charge and spin: 0.35 kcal per mole
* frontier orbital gap (spin up / spin down): 6.3 / 6.8 eV
* expectation value of S²: 2.01

Each line ends with the Mulliken spin population.
CARTESIAN COORDINATES (ANGSTROEM)
Ti  0.003  0.319  0.349  0.73
C  -0.278  3.958  -0.473  0.01
N  0.657  2.829  -0.611  -0.01
C  1.937  3.197  0.005  0.02
C  0.755  2.510  -2.030  0.01
C  1.439  3.335  -2.909  0.00
C  1.429  3.105  -4.280  0.00
C  0.661  2.056  -4.764  0.00
C  -0.036  1.227  -3.900  0.00
C  0.027  1.402  -2.507  0.03
N  -0.575  0.566  -1.589  -0.01
C  -1.122  -0.660  -2.076  0.03
C  -0.311  -1.591  -2.719  -0.02
C  -0.785  -2.829  -3.127  0.00
C  -2.106  -3.158  -2.872  -0.01
C  -2.937  -2.242  -2.242  0.02
C  -2.477  -0.981  -1.856  0.01
N  -3.329  -0.050  -1.229  0.00
C  -4.550  -0.571  -0.639  0.00
C  -3.584  1.148  -2.015  0.00
H  0.129  4.858  -0.950  0.00
H  -0.453  4.165  0.581  0.00
H  -1.222  3.718  -0.962  0.00
H  2.435  4.017  -0.527  0.00
H  2.593  2.330  0.036  0.00
H  1.754  3.529  1.025  0.00
H  1.982  4.187  -2.518  0.00
H  1.981  3.751  -4.949  0.00
H  0.599  1.875  -5.831  0.00
H  -0.621  0.412  -4.302  0.00
H  0.726  -1.325  -2.893  0.00
H  -0.122  -3.533  -3.615  0.00
H  -2.496  -4.126  -3.160  0.00
H  -3.968  -2.507  -2.053  0.00
H  -4.979  0.193  0.009  0.00
H  -4.330  -1.446  -0.029  0.00
H  -5.307  -0.843  -1.392  0.00
H  -4.242  0.940  -2.874  0.00
H  -2.654  1.572  -2.389  0.00
H  -4.083  1.887  -1.385  0.00
C  -3.163  0.033  7.372  0.00
C  -2.107  0.552  6.433  0.00
C  -1.285  -0.316  5.725  0.00
C  -0.396  0.153  4.767  0.00
C  -0.303  1.517  4.536  0.00
C  -1.079  2.409  5.274  0.00
C  -1.978  1.920  6.201  0.00
S  0.674  2.220  3.244  0.01
O  1.935  2.656  3.785  0.00
O  -0.157  3.230  2.628  0.00
N  0.864  1.060  2.147  0.00
C  1.773  0.011  2.330  0.01
C  2.728  -0.194  3.336  0.00
C  3.514  -1.321  3.251  0.00
C  3.357  -2.225  2.202  0.01
C  2.382  -1.951  1.271  0.01
N  1.619  -0.865  1.336  0.00
H  -3.007  -1.022  7.593  0.00
H  -4.156  0.143  6.926  0.00
H  -3.157  0.589  8.311  0.00
H  -1.374  -1.385  5.882  0.00
H  0.171  -0.561  4.185  0.00
H  -1.030  3.470  5.067  0.00
H  -2.629  2.611  6.725  0.00
H  2.848  0.520  4.137  0.00
H  4.255  -1.506  4.020  0.00
H  3.932  -3.136  2.133  0.00
H  2.191  -2.629  0.449  -0.01
C  3.834  -1.700  -3.925  0.00
C  3.708  -1.371  -2.443  0.00
S  2.984  0.269  -2.218  0.00
O  2.120  0.149  -0.990  0.07
C  4.447  1.177  -1.700  0.00
C  4.975  0.766  -0.329  0.00
H  4.289  -2.681  -4.059  0.00
H  4.456  -0.971  -4.447  0.00
H  2.857  -1.705  -4.409  0.00
H  4.666  -1.424  -1.925  0.00
H  3.008  -2.031  -1.929  0.00
H  4.127  2.218  -1.725  0.00
H  5.169  1.033  -2.508  0.00
H  4.164  0.417  0.313  0.00
H  5.437  1.621  0.165  0.00
H  5.722  -0.025  -0.397  0.00
N  -1.764  1.611  0.861  -0.01
C  -2.919  1.437  1.728  0.04
C  -2.854  0.546  2.779  -0.01
C  -3.915  0.429  3.667  0.00
C  -5.057  1.192  3.502  0.00
C  -5.127  2.090  2.435  0.00
C  -4.058  2.218  1.560  0.00
S  -6.421  1.059  4.658  0.00
O  -5.878  0.260  5.748  0.00
O  -7.470  0.404  3.893  0.00
O  -6.712  2.441  5.004  0.00
H  -1.249  2.407  1.243  -0.02
H  -2.075  1.890  -0.064  0.03
H  -1.956  -0.030  2.914  0.02
H  -3.864  -0.249  4.510  0.00
H  -6.012  2.702  2.321  0.00
H  -4.096  2.943  0.751  0.00
N  -2.580  -2.678  1.719  0.07
C  -1.439  -2.353  1.058  0.07
O  -1.120  -1.107  1.073  0.09
C  -0.706  -3.349  0.401  0.44
I  0.419  -4.700  2.561  0.43
H  -2.985  -1.956  2.297  0.00
H  -2.647  -3.623  2.064  0.00
H  0.148  -3.058  -0.189  -0.04
H  -1.195  -4.277  0.155  -0.01



no.,calculated total energy (hartree)
1,-4089.591257
2,-4806.745458